1.
{
  "formula": "C32H42FIN7O7OsPS",
  "method": "the ωB97M-V functional and the def2-TZVPD basis",
  "symbols": ["Os", "I", "S", "P", "F", "O", "O", "O", "O", "O", "O", "O", "N", "N", "N", "N", "N", "N", "N", "C", "C", "C", "C", "C", "C", "C", "C", "C", "C", "C", "C", "C", "C", "C", "C", "C", "C", "C", "C", "C", "C", "C", "C", "C", "C", "C", "C", "C", "C", "C", "C", "H", "H", "H", "H", "H", "H", "H", "H", "H", "H", "H", "H", "H", "H", "H", "H", "H", "H", "H", "H", "H", "H", "H", "H", "H", "H", "H", "H", "H", "H", "H", "H", "H", "H", "H", "H", "H", "H", "H", "H", "H", "H"],
  "coordinates": [[-0.420196, 2.871738, 0.680235], [-1.108191, 5.424300, 3.201216], [0.501610, 3.492969, -1.307806], [-2.938923, 3.748930, 0.032572], [4.260022, -2.073842, 0.841728], [-2.185166, 0.353802, 2.483845], [-2.110324, 1.678763, -0.247560], [6.251707, -0.271027, -1.247297], [4.774062, -1.615069, -2.166646], [-0.893881, 2.200471, 2.680287], [0.328994, 0.805626, 0.440686], [-3.719926, 0.167225, -0.493866], [-0.961237, -2.900651, -0.670014], [-0.943906, 2.341381, 5.210868], [5.456999, -6.607870, -0.894694], [-5.008927, 5.596455, -0.004086], [-5.311798, 3.786851, -1.435029], [3.609455, -4.533080, -0.381302], [-5.561081, 3.500291, 0.976183], [3.089855, 2.605773, -0.701073], [2.113874, -1.242128, 0.463416], [-5.992630, 3.065121, -0.353673], [5.019376, -0.524547, -1.708940], [-1.754385, 1.215057, 4.639974], [3.993746, 0.555268, -1.606107], [-3.609109, 5.597365, 0.119169], [-1.260893, -4.447959, -2.592163], [3.007495, -2.264604, 0.378324], [-1.466017, -4.210724, -1.105165], [-2.546426, 0.462667, -0.329006], [2.824452, 0.379987, -2.343240], [-3.907771, 3.433431, -1.540252], [0.375409, -2.709001, -0.350136], [3.434750, -5.819672, 0.256258], [-5.741566, 4.932067, 1.089610], [4.122538, 1.681979, -0.797922], [-0.135635, -0.308217, 0.110263], [0.784451, -1.443166, 0.079231], [-4.179416, 3.101897, 1.249206], [5.006482, -4.205886, -0.608542], [0.031918, 4.747385, 1.476064], [2.655030, -3.518105, -0.157026], [1.329501, -3.729371, -0.492332], [-1.476159, -0.582820, -0.287875], [1.799423, 1.297243, -2.248714], [4.009514, -6.918663, -0.619812], [-1.812355, -1.861132, -0.625081], [1.909832, 2.406930, -1.408054], [5.615345, -5.244795, -1.526563], [-5.535532, 5.210497, -1.319090], [-1.616464, 1.226550, 3.102302], [-2.524507, -4.237117, -0.853803], [5.973229, -6.621807, -0.011366], [5.581090, -4.160797, 0.328819], [3.960235, -7.895806, -0.143192], [-1.622093, -5.438997, -2.865420], [1.052018, -4.679195, -0.926573], [6.677207, -5.073881, -1.690437], [-7.065813, 3.236880, -0.447598], [3.198800, 3.475951, -0.066953], [-0.986154, -4.977988, -0.498531], [-0.603385, 2.853365, 4.362526], [-4.113982, 2.012983, 1.215376], [6.344479, 0.656846, -0.997017], [-1.814791, -3.713485, -3.176708], [3.930660, -5.847256, 1.241473], [-3.891604, 3.436972, 2.248646], [-5.355762, 5.294703, 2.041193], [-3.292720, 5.984897, 1.089603], [1.065884, 4.816511, 1.816001], [-0.136262, 5.550726, 0.763802], [-5.782382, 2.001745, -0.461825], [3.514704, -6.951871, -1.588719], [-5.010704, 5.756492, -2.100819], [5.106147, -3.236577, -1.093232], [2.737707, -0.490929, -2.979198], [-3.830836, 2.363965, -1.728425], [5.014171, 1.855633, -0.204758], [-1.492832, 2.991555, 5.769378], [-3.136425, 6.144492, -0.697433], [5.870791, -7.328001, -1.487696], [2.380635, -6.027380, 0.426624], [-3.444638, 3.975631, -2.366535], [-0.209556, -4.374312, -2.871969], [-0.153041, 2.024739, 5.767206], [-1.410891, 0.266471, 5.041281], [-2.841195, -2.069970, -0.892610], [-6.796980, 5.185783, 0.996583], [-6.600584, 5.432962, -1.354620], [5.093943, -5.284633, -2.481226], [0.887254, 1.157597, -2.815085], [-2.797908, 1.353114, 4.909154], [2.418180, -0.275727, 0.841757]],
  "forces_ev_per_a": [[0.275, -0.275, 0.044], [-0.031, -0.023, 0.019], [0.121, 0.245, 0.212], [0.141, -0.179, -0.067], [0.025, -0.020, -0.074], [-0.062, 0.021, 0.010], [-0.045, 0.100, 0.041], [0.028, -0.017, -0.013], [0.009, -0.012, -0.060], [-0.164, 0.126, 0.125], [-0.003, -0.102, 0.242], [-0.032, -0.006, -0.004], [-0.039, -0.027, 0.041], [-0.010, 0.047, -0.069], [0.005, -0.009, 0.004], [0.137, -0.227, 0.000], [0.031, -0.065, 0.010], [-0.051, -0.024, -0.052], [0.036, -0.050, 0.003], [-0.009, -0.021, 0.038], [0.027, -0.066, 0.032], [-0.021, -0.003, -0.022], [-0.076, 0.310, 0.074], [-0.003, 0.004, -0.020], [0.041, -0.063, -0.103], [-0.248, 0.400, 0.007], [0.004, 0.002, -0.013], [-0.121, -0.072, 0.049], [0.000, 0.005, -0.015], [0.074, -0.111, -0.074], [0.006, -0.014, 0.003], [-0.074, 0.076, -0.033], [0.018, 0.029, -0.042], [0.018, 0.031, 0.064], [-0.040, 0.080, 0.035], [0.016, 0.009, 0.029], [0.095, 0.046, -0.163], [-0.054, 0.076, 0.043], [-0.083, 0.034, -0.018], [0.046, -0.013, 0.098], [-0.036, -0.001, -0.117], [0.113, 0.022, 0.020], [-0.002, 0.035, -0.003], [0.060, 0.036, 0.132], [0.040, 0.013, -0.029], [0.036, -0.002, -0.010], [-0.031, -0.018, -0.064], [-0.210, -0.182, -0.321], [-0.038, 0.018, 0.004], [-0.041, 0.074, -0.013], [0.112, -0.053, -0.025], [-0.003, -0.003, -0.013], [0.012, -0.002, -0.009], [-0.004, -0.054, 0.030], [0.002, 0.005, 0.014], [-0.003, 0.001, -0.001], [0.031, 0.008, -0.004], [0.005, 0.003, 0.019], [0.001, 0.011, 0.005], [-0.005, -0.003, 0.009], [-0.005, 0.004, 0.000], [-0.001, 0.018, 0.002], [0.011, 0.016, 0.036], [0.012, -0.018, -0.016], [0.000, 0.001, 0.002], [-0.014, -0.010, 0.005], [-0.013, 0.007, 0.010], [0.005, -0.001, -0.003], [0.014, -0.096, 0.027], [-0.009, 0.025, 0.025], [0.054, 0.032, 0.016], [-0.001, 0.001, -0.001], [-0.017, -0.007, 0.007], [0.013, -0.010, 0.003], [-0.057, -0.072, -0.036], [-0.019, -0.001, 0.004], [0.001, 0.019, -0.005], [-0.004, -0.005, 0.014], [0.002, -0.004, 0.017], [0.015, -0.054, -0.016], [-0.023, 0.001, -0.014], [-0.004, 0.001, -0.024], [-0.006, -0.004, -0.007], [0.000, -0.004, 0.004], [0.011, 0.010, -0.021], [0.007, 0.004, 0.003], [-0.004, 0.001, 0.017], [0.002, -0.003, -0.020], [-0.001, -0.007, 0.019], [0.016, 0.017, -0.012], [0.002, -0.003, 0.000], [-0.007, -0.017, -0.017], [-0.009, 0.013, -0.024]],
  "lowdin_charge": [1.105, 0.748, 0.598, 1.020, 0.084, 0.095, -0.334, 0.142, 0.077, -0.280, -0.138, 0.063, -0.019, 0.170, 0.061, -0.043, -0.110, -0.078, -0.123, -0.085, 0.085, -0.130, -0.472, -0.025, -0.149, -0.230, -0.056, -0.190, -0.178, -0.584, -0.009, -0.244, -0.109, -0.137, -0.125, -0.017, -0.271, -0.040, -0.274, -0.143, -0.857, -0.129, 0.069, -0.025, -0.100, -0.083, 0.056, -0.621, -0.069, -0.125, -0.625, 0.128, 0.183, 0.140, 0.140, 0.086, 0.111, 0.145, 0.139, 0.110, 0.117, 0.054, 0.091, 0.105, 0.086, 0.142, 0.082, 0.141, 0.047, -0.040, -0.057, 0.136, 0.142, 0.143, 0.099, 0.127, 0.092, 0.117, 0.153, 0.110, 0.185, 0.133, 0.108, 0.072, 0.168, 0.137, 0.155, 0.143, 0.144, 0.146, 0.111, 0.139, 0.142],
  "spin_multiplicity": 5,
  "e_lumo_ev": [-4.180, -6.479],
  "homo_ha": [-0.4006, -0.4252],
  "energy_ha": -3381.8452,
  "charge": 2
}

***

2.
{
  "formula": "H15S8",
  "method": "the ωB97M-V functional and the def2-TZVPD basis",
  "symbols": ["S", "S", "S", "S", "S", "S", "S", "S", "H", "H", "H", "H", "H", "H", "H", "H", "H", "H", "H", "H", "H", "H", "H"],
  "coordinates": [[-0.995620, -4.960012, -1.897967], [-2.146430, 0.474761, 2.933780], [-6.535140, 1.086515, 0.339982], [4.836307, 3.601054, -0.209985], [1.591217, 4.881330, 4.235345], [-2.237927, 0.366477, -0.863186], [-2.850317, -1.268169, -4.604489], [5.735768, -3.431547, 1.647333], [-6.518822, 1.248716, -0.995503], [-1.463034, -4.324581, -2.978612], [-2.477593, -0.506379, 2.088623], [1.468250, 5.766618, 3.267044], [4.504081, 3.031261, 0.944692], [-1.344948, -0.434436, -1.451536], [-1.197581, 0.881736, 2.113093], [-5.576936, 0.188838, 0.468987], [-2.296169, -0.585306, -3.616147], [5.765634, 4.431900, 0.266124], [5.525403, -4.170821, 0.531988], [0.047600, -5.661404, -2.330261], [-2.068093, -2.356701, -4.532519], [5.740599, -2.279020, 0.934534], [2.493745, 4.019175, 3.708670]],
  "forces_ev_per_a": [[-0.590, 0.153, 1.175], [-0.289, -0.201, 0.619], [-0.860, 0.633, 0.191], [-0.162, -0.022, -0.654], [0.002, -0.652, 1.015], [-0.142, 0.057, -0.043], [-0.446, -0.364, -0.801], [-0.030, 0.136, -0.588], [0.377, -0.321, 0.217], [0.539, -0.287, -0.356], [-0.079, 0.011, -0.191], [0.312, 0.054, -0.729], [0.142, 0.084, 0.321], [0.178, -0.181, -0.037], [0.310, 0.244, -0.464], [0.589, -0.292, -0.437], [0.303, 0.166, 0.752], [0.015, -0.064, 0.333], [0.049, 0.213, 0.349], [0.041, 0.147, -0.795], [0.079, 0.238, 0.169], [-0.020, -0.347, 0.240], [-0.319, 0.595, -0.289]],
  "lowdin_charge": [0.484, 0.383, 0.431, 0.475, 0.468, -0.230, 0.446, 0.438, -0.219, -0.247, -0.258, -0.245, -0.239, -0.480, -0.263, -0.247, -0.290, -0.237, -0.221, -0.245, -0.264, -0.217, -0.222],
  "e_lumo_ev": 2.055,
  "homo_ha": -0.1171,
  "energy_ha": -3194.4475,
  "charge": -1
}

***

3.
{
  "formula": "C3H3I3O",
  "method": "the ωB97M-V functional and the def2-TZVPD basis",
  "symbols": ["I", "I", "I", "O", "C", "C", "C", "H", "H", "H"],
  "coordinates": [[-1.380540, -2.795635, 0.986103], [-1.359938, 2.442637, 0.928114], [-2.033900, -0.051633, -1.916412], [-1.326281, -0.728277, 0.836320], [-0.822543, -0.128291, -0.212125], [1.574685, 0.201231, 0.300278], [0.524980, 0.180795, -0.540542], [0.772939, 0.473025, -1.491471], [2.557134, 0.507032, -0.154940], [1.493468, -0.100881, 1.264676]],
  "forces_ev_per_a": [[0.118, 0.361, -0.245], [0.066, -0.792, -0.346], [-0.454, -0.289, -0.312], [0.673, -0.142, 0.285], [-1.638, 1.173, 0.081], [0.647, 0.474, -3.550], [1.874, -0.420, 2.611], [-0.204, 0.680, -2.317], [-1.073, -0.438, 0.898], [-0.009, -0.608, 2.895]],
  "lowdin_charge": [0.888, 0.206, 0.889, -0.774, -1.128, 0.075, -0.345, 0.048, 0.103, 0.038],
  "e_lumo_ev": [-2.881, -2.751],
  "homo_ha": [-0.3047, -0.3251],
  "energy_ha": -1084.3051
}